C16H19BrRh | the ωB97M-V functional and the def2-TZVPD basis

The geometry in ORCA input format:
```
! RIJCOSX wB97M-V def2-TZVPD def2/J DEFGRID3
* xyz -1 5
C -1.24426 -0.84041 -1.72027
C -1.49700 -1.88010 -0.80192
C -1.98713 -1.30701 0.40836
H -1.33287 -2.93426 -0.98163
C -2.09407 0.10890 0.21519
C -1.57706 0.40628 -1.09097
H -1.51398 1.41585 -1.49685
H -0.82501 -0.94923 -2.71483
H -2.16717 -1.81726 1.33772
H -2.44154 0.85470 0.91914
Rh -0.06948 -0.27501 0.27434
Br 1.11885 -2.23523 1.26461
C 1.84298 0.93385 0.48130
C 0.84466 1.59958 -0.33161
C 1.03267 1.10866 -1.68713
H 0.21065 2.41984 0.01298
C 1.99680 0.08146 -1.66166
C 2.50699 -0.02469 -0.34240
H 3.34301 -0.63961 -0.03948
H 2.01967 1.18581 1.52171
H 0.55797 1.54077 -2.55840
H 2.31427 -0.52664 -2.50098
C 1.19115 -0.62725 4.93569
C -0.08730 0.16234 4.66964
C -1.29086 -0.63888 5.17010
C -0.02851 1.53401 5.33810
C -0.18773 0.31980 3.23822
C -0.34005 0.33325 2.02504
H 1.32795 -0.78762 6.01674
H 2.04789 -0.06864 4.53618
H 1.13791 -1.59053 4.41974
H -1.24009 -0.73496 6.26554
H -2.23182 -0.14765 4.88908
H -1.28178 -1.64433 4.72402
H 0.86957 2.07778 5.01266
H -0.90464 2.13240 5.09511
H 0.02337 1.39052 6.43044
*
```

Calculated values
- frontier orbital gap (spin up / spin down) (eV) = 4.59 / 6.47
- molecular weight (g/mol) = 394.14

Mulliken population analysis, charges in e, atoms 1 to 6:
1 C -0.495
2 C -0.194
3 C -0.848
4 H 0.447
5 C -0.660
6 C -0.910